(1)
Entry from the OMol25 dataset: C40H79NO14Rb as an isolated structure at a distorted geometry (ωB97M-V with the def2-TZVPD basis set).

Multiplicity ... 1
Orbital gap ... 3.47 eV
ΔE to the lowest compared entry with this formula, charge and spin ... 291.3 kJ/mol
Charge ... -1
Highest occupied orbital energy ... -2.461 eV

Element x y z (Å)
Rb 3.707 3.553 -2.169
O -0.284 7.690 3.173
C 0.287 6.702 2.605
O 0.223 5.666 3.260
O 0.723 6.766 1.438
H -0.388 6.983 3.813
C -0.901 1.327 -0.476
C -0.061 1.514 0.802
C -0.123 0.166 1.595
C 0.737 -0.949 0.994
C 2.138 -0.460 0.877
C 2.362 0.861 0.111
N 1.385 1.914 0.641
O 1.525 3.224 0.092
C 2.194 0.400 -1.386
C 3.833 1.299 0.405
C -0.827 2.517 1.786
H -1.980 1.294 -0.324
H -0.570 0.461 -1.050
H -0.714 2.121 -1.198
H -1.100 -0.290 1.755
H 0.326 0.465 2.542
H 0.378 -1.272 0.017
H 0.757 -1.836 1.627
H 2.546 -1.333 0.368
H 2.521 -0.426 1.897
H 3.092 -0.107 -1.740
H 2.137 1.312 -1.981
H 1.381 -0.258 -1.691
H 3.810 1.523 1.472
H 4.084 2.179 -0.187
H 4.455 0.417 0.248
H -0.831 2.187 2.825
H -1.881 2.721 1.596
H -0.576 3.576 1.852
C 6.020 0.796 3.011
C 5.118 1.215 4.099
O 4.774 2.378 4.181
C 4.678 0.235 5.134
H 7.043 0.751 3.385
H 5.999 1.538 2.213
H 5.685 -0.148 2.581
H 5.356 -0.603 5.297
H 3.803 -0.239 4.689
H 4.369 0.683 6.078
C -5.416 3.513 -2.002
C -4.218 3.606 -1.042
O -3.146 3.984 -1.463
C -4.352 3.001 0.312
H -6.294 3.713 -1.389
H -5.542 2.512 -2.416
H -5.167 4.179 -2.828
H -3.879 2.022 0.393
H -5.381 2.945 0.666
H -3.941 3.585 1.136
C 4.393 -4.561 -3.838
C 3.433 -4.657 -2.657
O 3.020 -5.716 -2.191
C 3.035 -3.384 -1.977
H 4.397 -5.518 -4.360
H 5.404 -4.322 -3.510
H 4.003 -3.730 -4.426
H 3.936 -2.949 -1.545
H 2.320 -3.562 -1.173
H 2.530 -2.650 -2.605
C -1.950 1.962 -3.982
C -0.916 3.061 -4.025
O -1.250 4.253 -3.983
C 0.526 2.641 -4.201
H -2.463 1.933 -3.020
H -1.476 0.996 -4.152
H -2.618 2.226 -4.801
H 0.845 1.893 -3.476
H 1.188 3.464 -3.933
H 0.811 2.505 -5.245
C -2.863 -1.797 4.003
C -3.922 -2.816 4.456
O -5.079 -2.446 4.672
C -3.699 -4.321 4.533
H -2.389 -2.184 3.101
H -2.070 -1.562 4.713
H -3.216 -0.800 3.737
H -4.431 -4.774 5.200
H -2.669 -4.671 4.607
H -4.086 -4.631 3.562
C 5.576 0.445 -5.010
C 4.113 0.799 -4.821
O 3.734 1.964 -4.605
C 3.215 -0.353 -5.040
H 5.724 -0.545 -5.440
H 6.003 0.273 -4.021
H 6.253 1.105 -5.552
H 2.337 -0.210 -4.409
H 3.616 -1.329 -4.768
H 2.801 -0.297 -6.047
C -0.515 0.544 5.473
C 0.369 1.736 5.347
O 1.480 1.733 4.751
C -0.246 3.042 5.836
H -0.665 0.301 6.525
H -0.161 -0.405 5.071
H -1.494 0.772 5.053
H 0.007 3.862 5.164
H 0.147 3.277 6.826
H -1.318 2.897 5.967
C -2.516 -4.170 0.721
C -1.195 -4.956 1.060
O -1.285 -5.903 1.824
C 0.045 -4.587 0.274
H -3.176 -4.196 1.589
H -2.846 -4.815 -0.094
H -2.411 -3.150 0.351
H -0.133 -3.641 -0.237
H 0.201 -5.381 -0.456
H 0.864 -4.581 0.993
C -5.922 -1.114 1.165
C -5.454 -0.288 -0.051
O -6.181 0.465 -0.617
C -4.030 -0.545 -0.539
H -5.161 -0.928 1.923
H -6.077 -2.170 0.942
H -6.884 -0.820 1.583
H -3.820 -1.609 -0.645
H -3.300 -0.125 0.153
H -4.027 -0.054 -1.512
C -1.910 -2.744 -3.568
C -0.623 -2.298 -4.323
O 0.496 -2.226 -3.769
C -0.853 -1.768 -5.689
H -2.649 -1.947 -3.500
H -1.610 -3.110 -2.586
H -2.280 -3.535 -4.221
H -1.891 -1.516 -5.903
H -0.582 -2.550 -6.398
H -0.384 -0.802 -5.880

Atom charges from the Löwdin analysis, given in e for atoms 1 to 8: 0.9114 0.0973 -0.9907 -0.0395 -0.0532 0.0447 -0.0367 -0.4097


(2)
Entry from the OMol25 dataset: one molecule with the formula C5H9NO (ωB97M-V with the def2-TZVPD basis set).

Multiplicity ... 1
Orbital gap ... 10.74 eV
SMILES string ... C[C@H]1N[C@H]1CC=O
ΔE to the lowest compared entry with this formula, charge and spin ... 228.0 kJ/mol
Charge ... 0
Highest occupied orbital energy ... -9.674 eV

Element x y z (Å)
C -1.146 -0.322 1.106
C -1.211 0.165 -0.324
N -0.868 1.567 -0.544
C 0.067 0.543 -1.005
C 1.353 0.331 -0.225
C 1.485 -1.113 0.284
O 1.076 -2.079 -0.316
H -1.293 0.488 1.823
H -1.828 -1.153 1.307
H -0.138 -0.704 1.292
H -1.962 -0.296 -0.965
H -1.398 1.950 -1.323
H 0.128 0.361 -2.077
H 1.437 1.058 0.596
H 2.241 0.448 -0.859
H 2.059 -1.243 1.229

Atom charges from the natural (NBO) analysis, given in e for atoms 1 to 8: -0.6104 -0.0823 -0.5926 -0.0779 -0.5359 0.4252 -0.5329 0.2239


(3)
Entry from the OMol25 dataset: one molecule with the formula C9H9N3OS at a distorted geometry (ωB97M-V with the def2-TZVPD basis set).

Multiplicity ... 1
Orbital gap (spin up / spin down) ... 6.08 / 6.08 eV
ΔE to the lowest compared entry with this formula, charge and spin ... 445.0 kJ/mol
Charge ... 0
Highest occupied orbital energy (spin up / spin down) ... -7.209 / -7.209 eV

Element x y z (Å)
C -0.234 0.189 -3.703
C -0.426 1.159 -2.714
C 0.284 -1.070 -3.303
C 0.644 -0.308 -1.130
C 1.214 -0.401 0.153
C -0.091 0.909 -1.384
C -0.214 -0.723 3.215
C -0.624 -1.017 1.760
C 1.280 -0.492 2.644
N 0.787 -1.297 -2.075
N -0.358 1.715 -0.394
N 0.709 -0.540 1.324
O -1.372 3.003 1.404
S -0.921 3.061 0.019
H -0.627 0.347 -4.708
H -1.039 1.968 -2.905
H 0.616 -1.829 -4.136
H -0.644 0.327 3.445
H -0.312 -1.523 3.896
H -0.914 -2.045 1.556
H -1.318 -0.361 1.280
H 1.856 0.360 2.874
H 1.704 -1.428 2.882

Atom charges from the natural (NBO) analysis, given in e for atoms 1 to 8: -0.3110 -0.1477 0.0666 0.1124 0.1992 0.0320 -0.4141 -0.2477


(4)
Entry from the OMol25 dataset: a 2-piece molecular cluster, C3H6NO overall at a distorted geometry (ωB97M-V with the def2-TZVPD basis set).

Multiplicity ... 1
Orbital gap ... 9.96 eV
ΔE to the lowest compared entry with this formula, charge and spin ... 319.5 kJ/mol
Charge ... +1
Highest occupied orbital energy ... -14.001 eV

Element x y z (Å)
C -2.030 0.498 -0.094
C 1.143 0.041 0.730
C 0.206 0.648 -0.196
N 0.689 -0.878 -0.308
O -2.518 -0.373 0.453
H -2.280 1.386 -0.833
H 2.149 0.475 0.697
H 0.939 -0.269 1.725
H 0.350 1.319 -1.083
H 1.375 -1.305 -1.046
H -0.022 -1.542 -0.044

Atom charges from the natural (NBO) analysis, given in e for atoms 1 to 8: 0.5494 -0.2669 -0.1832 -0.5833 -0.3892 0.2327 0.2549 0.2459


(5)
Entry from the OMol25 dataset: C35H29ClN2P2Pd as an isolated structure at a distorted geometry (ωB97M-V with the def2-TZVPD basis set).

Multiplicity ... 1
Orbital gap ... 6.47 eV
Charge ... 0
Highest occupied orbital energy ... -5.720 eV

Element x y z (Å)
Pd -0.938 0.877 0.219
Cl -2.679 1.768 -1.435
C -1.991 1.652 -3.019
C -2.459 2.487 -4.020
C -1.915 2.403 -5.291
C -0.914 1.479 -5.556
C -0.455 0.645 -4.550
C -0.978 0.717 -3.259
P -0.333 -0.230 -1.840
C 1.009 -1.208 -2.601
C 0.922 -2.564 -2.904
C 2.031 -3.241 -3.392
C 3.234 -2.578 -3.581
C 3.332 -1.227 -3.274
C 2.230 -0.551 -2.777
C -1.664 -1.499 -1.657
C -1.654 -2.307 -0.517
C -2.656 -3.239 -0.298
C -3.696 -3.368 -1.209
C -3.713 -2.576 -2.345
C -2.698 -1.657 -2.576
H -3.246 3.198 -3.803
H -2.276 3.055 -6.075
H -0.492 1.409 -6.550
H 0.317 -0.082 -4.765
H -0.014 -3.088 -2.760
H 1.950 -4.296 -3.626
H 4.094 -3.112 -3.966
H 4.270 -0.704 -3.407
H 2.306 0.501 -2.522
H -0.852 -2.201 0.196
H -2.634 -3.852 0.594
H -4.484 -4.091 -1.037
H -4.524 -2.670 -3.057
H -2.719 -1.052 -3.475
N -0.569 0.684 3.540
P 0.250 0.059 2.151
C 1.377 -1.119 2.999
C 1.830 -0.957 4.307
C 2.653 -1.910 4.887
C 3.047 -3.027 4.162
C 2.625 -3.182 2.850
C 1.788 -2.236 2.276
C 1.493 1.393 1.864
C 2.285 1.310 0.717
C 3.227 2.288 0.442
C 3.380 3.368 1.299
C 2.597 3.457 2.440
C 1.663 2.471 2.726
C -1.609 1.570 3.347
C -2.539 1.828 4.363
C -3.519 2.768 4.141
C -3.565 3.424 2.913
C -2.620 3.096 1.965
N -1.655 2.192 2.164
H -0.687 0.056 4.320
H 1.559 -0.070 4.868
H 2.989 -1.778 5.908
H 3.687 -3.771 4.619
H 2.934 -4.045 2.275
H 1.448 -2.361 1.252
H 2.165 0.464 0.053
H 3.834 2.213 -0.453
H 4.114 4.135 1.085
H 2.703 4.300 3.112
H 1.051 2.547 3.616
H -2.468 1.292 5.302
H -4.238 2.994 4.918
H -4.321 4.170 2.709
H -2.619 3.578 0.994

Atom charges from the natural (NBO) analysis, given in e for atoms 1 to 8: 0.0285 0.0305 0.0715 -0.2643 -0.1920 -0.2166 -0.1914 -0.4132


(6)
Entry from the OMol25 dataset: a 3-piece molecular cluster, C3H10N2O overall (ωB97M-V with the def2-TZVPD basis set).

Multiplicity ... 1
Orbital gap (spin up / spin down) ... 7.44 / 7.99 eV
ΔE to the lowest compared entry with this formula, charge and spin ... 647.7 kJ/mol
Charge ... 0
Highest occupied orbital energy (spin up / spin down) ... -7.013 / -7.114 eV

Element x y z (Å)
C 1.589 -0.340 0.068
N 0.457 2.277 0.857
O 1.157 1.735 -0.060
H 1.027 2.362 1.723
H -0.900 1.549 0.713
H 1.089 -0.969 0.799
H 1.711 -0.783 -0.914
H 2.503 0.092 0.447
C -1.016 -1.495 -0.772
C -0.797 -0.035 -0.567
N -1.390 0.616 0.418
H -1.723 0.045 1.188
H -0.458 0.567 -1.397
H -1.129 -2.023 0.178
H -1.929 -1.649 -1.356
H -0.193 -1.948 -1.324

Atom charges from the natural (NBO) analysis, given in e for atoms 1 to 8: -0.6092 -0.3481 -0.3474 0.2757 0.4122 0.1638 0.1726 0.2003